1.
{
  "formula": "C27H46F3InO15P",
  "method": "ωB97M-V/def2-TZVPD",
  "homo_energy_ha": -0.1434,
  "mol_weight_da": 813.44,
  "total_energy_ha": -3016.16355,
  "e_above_lowest_kcal_mol": 55.98,
  "total_charge": -1,
  "species": ["C", "C", "C", "O", "C", "In", "C", "C", "O", "C", "F", "F", "F", "P", "O", "O", "O", "H", "H", "H", "H", "H", "H", "H", "H", "H", "H", "H", "H", "H", "H", "H", "H", "O", "C", "O", "C", "C", "C", "H", "H", "H", "H", "H", "H", "O", "C", "O", "C", "C", "C", "H", "H", "H", "H", "H", "H", "O", "C", "O", "C", "C", "C", "H", "H", "H", "H", "H", "H", "O", "C", "O", "C", "C", "C", "H", "H", "H", "H", "H", "H", "O", "C", "O", "C", "C", "C", "H", "H", "H", "H", "H", "H"],
  "coordinates": [[2.1034, -1.3227, 5.0570], [1.2252, -0.0819, 4.5821], [1.8092, 0.7206, 3.3347], [3.1461, 0.3769, 2.9793], [3.3888, 0.5654, 1.5630], [2.4690, -1.0719, 0.2549], [3.3889, -0.8293, -1.7923], [3.6643, -2.1832, -2.5670], [3.0016, -2.0473, -3.8614], [5.2113, -2.4368, -2.9155], [5.2314, -3.1815, -4.1229], [5.9349, -1.2903, -3.1780], [5.8634, -3.2599, -1.9907], [-0.0508, -0.5920, -0.0374], [-0.2479, 0.8754, -0.4709], [-0.9557, -0.8116, 1.3990], [-0.7724, -1.6460, -1.2086], [1.3694, -2.1600, 5.3154], [2.6464, -1.0371, 6.0055], [2.7891, -1.7449, 4.2703], [0.1995, -0.4636, 4.2770], [1.1298, 0.6657, 5.4347], [1.1281, 0.5592, 2.4327], [1.7281, 1.8393, 3.5660], [4.5125, 0.5487, 1.4038], [3.0098, 1.5519, 1.1674], [2.7947, -2.6528, 1.0313], [2.6619, -0.2064, -2.4095], [4.3130, -0.1747, -1.6720], [3.1850, -3.0988, -2.0913], [2.6510, -2.9140, -4.1287], [-0.6910, -1.6205, 1.8733], [-0.5524, -2.5373, -0.8614], [3.5616, 2.0232, -1.0371], [2.7375, 2.8155, -1.4061], [1.5389, 2.9893, -0.8037], [0.7555, 3.9218, -1.5521], [1.7562, 4.7275, -2.3525], [2.8536, 3.7159, -2.6088], [0.0630, 3.3625, -2.1885], [0.1787, 4.5473, -0.8693], [1.3337, 5.1591, -3.2627], [2.1437, 5.5389, -1.7460], [2.6662, 3.1289, -3.5113], [3.8348, 4.1873, -2.6542], [0.1605, -3.8815, -2.5434], [-0.8149, -4.2416, -3.1406], [-0.7801, -4.8391, -4.3631], [-2.1191, -5.0374, -4.8352], [-2.9832, -5.0250, -3.5943], [-2.2396, -4.0640, -2.6877], [-2.3693, -4.2257, -5.5251], [-2.1831, -5.9863, -5.3694], [-4.0158, -4.7315, -3.7922], [-2.9973, -6.0186, -3.1418], [-2.5391, -3.0274, -2.8560], [-2.3530, -4.3301, -1.6375], [2.8719, 7.2504, -2.3273], [2.0384, 8.0348, -2.6849], [0.8385, 8.1978, -2.0668], [0.0412, 9.1284, -2.8093], [1.0280, 9.9415, -3.6182], [2.1325, 8.9379, -3.8868], [-0.6519, 8.5663, -3.4418], [-0.5336, 9.7486, -2.1207], [0.5938, 10.3703, -4.5223], [1.4185, 10.7627, -3.0100], [1.9403, 8.3515, -4.7881], [3.1087, 9.4169, -3.9412], [0.1042, -0.5283, 7.8333], [-0.8165, 0.2375, 7.7999], [-0.7839, 1.4879, 8.3368], [-2.0777, 2.0916, 8.2186], [-2.7611, 1.3518, 7.0897], [-2.1747, -0.0410, 7.2119], [-2.6045, 1.9762, 9.1708], [-1.9669, 3.1551, 8.0035], [-3.8499, 1.3779, 7.1545], [-2.4704, 1.7891, 6.1304], [-2.7423, -0.6634, 7.9074], [-2.0888, -0.5286, 6.2420], [-3.7726, -7.7248, -2.2092], [-4.6384, -7.1921, -1.5642], [-5.8456, -6.8220, -2.0665], [-6.5869, -6.1205, -1.0593], [-5.9841, -6.5597, 0.2568], [-4.5335, -6.7982, -0.1143], [-6.4754, -5.0459, -1.2296], [-7.6432, -6.3816, -1.1337], [-6.1193, -5.8308, 1.0567], [-6.4402, -7.5007, 0.5781], [-3.9374, -5.8860, -0.0355], [-4.0922, -7.5981, 0.4779]]
}

=====

2.
{
  "formula": "C27H46F6N6O4S2Si3V",
  "method": "ωB97M-V/def2-TZVPD",
  "homo_energy_ha": [-0.2759, -0.2939],
  "mol_weight_da": 832.03,
  "total_energy_ha": -4894.16337,
  "multiplicity": 4,
  "e_above_lowest_kcal_mol": 13.65,
  "species": ["V", "C", "C", "N", "C", "C", "C", "C", "C", "C", "C", "N", "C", "C", "N", "N", "H", "H", "H", "H", "H", "H", "H", "H", "H", "H", "H", "H", "H", "H", "H", "H", "H", "H", "C", "Si", "C", "C", "C", "Si", "C", "C", "C", "Si", "C", "C", "C", "C", "C", "C", "C", "N", "H", "H", "H", "H", "H", "H", "H", "H", "H", "H", "H", "H", "H", "H", "H", "H", "H", "H", "H", "H", "H", "H", "H", "H", "H", "H", "H", "H", "F", "C", "F", "F", "S", "O", "O", "N", "S", "O", "O", "C", "F", "F", "F"],
  "coordinates": [[0.0668, -0.2514, 0.0366], [-1.2660, 2.4137, -0.8417], [-2.2291, 1.2772, -1.1063], [-1.4810, 0.0906, -1.5324], [-0.9709, 0.1530, -2.9060], [0.5351, 0.2133, -3.0144], [1.1418, -0.0388, -4.2328], [2.5141, 0.0988, -4.3307], [3.2224, 0.5334, -3.2266], [2.5422, 0.7814, -2.0442], [3.3048, 1.3835, -0.8740], [2.6168, 1.3584, 0.3968], [2.0801, 2.6158, 0.8773], [0.8489, 3.0214, 0.0932], [-0.2551, 2.0520, 0.1691], [1.2259, 0.5804, -1.9297], [-0.7282, 2.6466, -1.7644], [-1.8166, 3.3173, -0.5597], [-2.7575, 1.0130, -0.1956], [-2.9688, 1.5892, -1.8541], [-2.0650, -0.7336, -1.4286], [-1.3343, -0.6984, -3.4800], [-1.3665, 1.0489, -3.3984], [0.5484, -0.3615, -5.0776], [3.0250, -0.1294, -5.2568], [4.2947, 0.6739, -3.2708], [4.2655, 0.8696, -0.7969], [3.5433, 2.4184, -1.1601], [3.1647, 0.8970, 1.1051], [1.8324, 2.4942, 1.9314], [2.8043, 3.4426, 0.8122], [0.5204, 4.0166, 0.4177], [1.1248, 3.1070, -0.9607], [-0.6871, 2.1045, 1.0881], [-2.6691, 2.2266, 2.4291], [-2.9021, 0.3376, 2.4672], [-3.3884, 0.0661, 4.2757], [-4.5402, 0.1022, 1.5373], [-1.4692, -0.7042, 1.8885], [-2.0941, -2.4173, 1.4804], [-2.8694, -2.5112, -0.2461], [-3.4227, -3.1045, 2.6426], [-0.7625, -3.7418, 1.5275], [-0.2530, -0.7913, 3.2640], [0.1703, 0.8774, 4.0447], [-0.5746, -1.9083, 4.7495], [1.4226, -1.3851, 2.5698], [2.4061, -2.0237, 3.3259], [3.5884, -2.4290, 2.7361], [3.7734, -2.1908, 1.3817], [2.7695, -1.5502, 0.6882], [1.6256, -1.1469, 1.2609], [-3.4692, 2.6622, 3.0342], [-2.7761, 2.6556, 1.4315], [-1.7300, 2.5749, 2.8681], [-4.2706, 0.6773, 4.4873], [-2.6106, 0.3689, 4.9794], [-3.6455, -0.9706, 4.4871], [-5.3412, 0.4784, 2.1799], [-4.7723, -0.9364, 1.3113], [-4.6017, 0.6651, 0.6034], [-3.4898, -1.6461, -0.4932], [-3.5132, -3.3928, -0.3060], [-2.0954, -2.6326, -1.0073], [-4.3593, -2.5459, 2.6401], [-3.0675, -3.1589, 3.6730], [-3.6494, -4.1261, 2.3220], [0.1802, -3.4427, 1.0768], [-1.1120, -4.6134, 0.9666], [-0.5596, -4.0778, 2.5460], [-0.6624, 1.3001, 4.6098], [0.4694, 1.6132, 3.2972], [1.0077, 0.7469, 4.7355], [-1.4923, -1.6168, 5.2609], [0.2398, -1.8095, 5.4732], [-0.6601, -2.9613, 4.4851], [2.2276, -2.2129, 4.3762], [4.3494, -2.9384, 3.3137], [4.6630, -2.5184, 0.8618], [2.8790, -1.3496, -0.3711], [0.7340, -4.6067, -3.9167], [0.0663, -3.7078, -3.2101], [-0.2586, -2.6874, -4.0242], [-1.0592, -4.2473, -2.7533], [1.1149, -3.0917, -1.8207], [0.2263, -2.1417, -1.1529], [2.2636, -2.5186, -2.4595], [1.3224, -4.3152, -0.9114], [2.3535, -5.5103, -1.1808], [3.6888, -5.0736, -1.4540], [1.7623, -6.5478, -1.9668], [2.3934, -6.1917, 0.5305], [3.1198, -7.3072, 0.5145], [2.9616, -5.3291, 1.3758], [1.1751, -6.4794, 0.9730]]
}

=====

3.
{
  "formula": "C27H46F9IN4O11P2S2Ti",
  "method": "ωB97M-V/def2-TZVPD",
  "homo_energy_ha": -0.5095,
  "mol_weight_da": 1074.52,
  "total_energy_ha": -5628.11470,
  "e_above_lowest_kcal_mol": 0.00,
  "total_charge": 2,
  "species": ["Ti", "N", "N", "C", "N", "S", "H", "H", "H", "H", "H", "C", "C", "C", "O", "P", "O", "C", "P", "O", "O", "C", "C", "C", "O", "C", "C", "C", "O", "C", "C", "C", "H", "H", "H", "H", "H", "H", "H", "H", "H", "H", "H", "H", "H", "H", "H", "H", "H", "H", "H", "H", "H", "H", "H", "H", "H", "H", "H", "H", "H", "H", "N", "C", "O", "C", "I", "H", "H", "H", "H", "F", "C", "F", "F", "C", "O", "C", "F", "F", "F", "C", "F", "F", "F", "C", "C", "C", "C", "C", "C", "C", "S", "O", "O", "O", "H", "H", "H", "H", "H", "H", "H"],
  "coordinates": [[0.0966, 0.6498, 0.2037], [-1.0676, 2.5949, 2.1610], [-2.4497, 2.7059, 2.1291], [-3.0989, 2.1993, 1.0822], [-4.4167, 2.4163, 1.0050], [-2.3628, 1.2993, -0.1518], [-0.7498, 2.3087, 3.0759], [-0.6215, 3.4604, 1.8734], [-2.9209, 3.3601, 2.7408], [-4.8792, 3.0789, 1.6069], [-4.9029, 2.1329, 0.1709], [-1.3724, -0.5346, 4.6219], [-1.2363, -2.0292, 4.4579], [-2.2056, -2.8129, 5.3077], [-1.5072, -2.4619, 3.0637], [-1.2895, -1.8903, 1.6464], [-0.6032, -0.5301, 1.6711], [-0.3537, -3.0951, 0.7002], [0.0878, -2.3462, -0.8949], [-0.4872, -0.9392, -0.7656], [1.6262, -2.3343, -0.9538], [2.4656, -3.5030, -1.3486], [3.5767, -3.5829, -0.3327], [2.9337, -3.2711, -2.7635], [-0.4246, -3.1683, -2.0784], [-1.6905, -3.1956, -2.8689], [-2.4927, -4.3767, -2.3833], [-2.4247, -1.8787, -2.7996], [-2.6735, -1.9125, 0.9312], [-3.9949, -2.0322, 1.5834], [-4.2837, -3.4915, 1.8490], [-4.9926, -1.4009, 0.6415], [-1.2445, -0.2998, 5.6791], [-2.3694, -0.2036, 4.3175], [-0.6191, 0.0020, 4.0531], [-0.2129, -2.3459, 4.6576], [-3.2323, -2.5005, 5.1091], [-1.9889, -2.6337, 6.3603], [-2.1178, -3.8815, 5.1189], [-0.9760, -3.9845, 0.5944], [0.5644, -3.3554, 1.2296], [1.8307, -4.3909, -1.2990], [4.1369, -2.6478, -0.3147], [4.2575, -4.3880, -0.6090], [3.1989, -3.7844, 0.6697], [3.6561, -2.4552, -2.7977], [2.1009, -3.0235, -3.4187], [3.4137, -4.1777, -3.1328], [-1.3212, -3.3656, -3.8781], [-2.8532, -4.2070, -1.3655], [-1.9039, -5.2923, -2.4067], [-3.3590, -4.5127, -3.0304], [-2.7869, -1.6731, -1.7906], [-3.2847, -1.9452, -3.4669], [-1.7983, -1.0497, -3.1262], [-3.9420, -1.4705, 2.5181], [-4.3017, -4.0450, 0.9088], [-5.2668, -3.5837, 2.3114], [-3.5515, -3.9415, 2.5180], [-5.1352, -2.0261, -0.2408], [-4.6543, -0.4175, 0.3209], [-5.9529, -1.3016, 1.1478], [1.3347, 4.7032, -0.9469], [0.2790, 3.8956, -0.8618], [0.3064, 2.9020, -0.1247], [-0.9366, 4.2817, -1.6528], [-2.2000, 5.4634, -0.3970], [2.1701, 4.4760, -0.4302], [1.3329, 5.5181, -1.5362], [-1.4945, 3.3981, -1.9367], [-0.6981, 4.8993, -2.5133], [1.2448, 1.8002, 4.0864], [2.4101, 1.9385, 3.4320], [3.3886, 1.6244, 4.2677], [2.5144, 3.2250, 3.0875], [2.4127, 1.0487, 2.1487], [1.1965, 1.2184, 1.5529], [2.6070, -0.4458, 2.5488], [1.8521, -0.7615, 3.6076], [2.2069, -1.2315, 1.5330], [3.8682, -0.7381, 2.8305], [3.5991, 1.4977, 1.2230], [3.9713, 0.5126, 0.4009], [4.6574, 1.8621, 1.9384], [3.2217, 2.5345, 0.4692], [4.3576, 5.1701, -4.7616], [3.5371, 4.0610, -4.1676], [2.1915, 3.9141, -4.5110], [1.4238, 2.8963, -3.9749], [2.0212, 2.0000, -3.0952], [3.3586, 2.1094, -2.7461], [4.1051, 3.1450, -3.2843], [1.0237, 0.7503, -2.3984], [-0.3149, 1.2932, -2.1584], [1.1075, -0.4509, -3.1643], [1.5823, 0.5743, -0.9592], [3.8116, 6.1133, -4.7528], [4.5992, 4.9471, -5.8023], [5.2938, 5.3059, -4.2241], [1.7443, 4.6039, -5.2167], [0.3815, 2.7860, -4.2458], [3.8100, 1.4016, -2.0640], [5.1506, 3.2395, -3.0193]]
}

=====

4.
{
  "formula": "C27H47N3OPTi",
  "method": "ωB97M-V/def2-TZVPD",
  "homo_energy_ha": [-0.3747, -0.3747],
  "mol_weight_da": 508.53,
  "total_energy_ha": -2487.05323,
  "total_charge": 1,
  "species": ["C", "C", "C", "C", "C", "Ti", "C", "C", "H", "C", "H", "H", "C", "H", "H", "H", "C", "H", "H", "H", "C", "H", "H", "H", "C", "H", "H", "H", "C", "H", "H", "H", "C", "H", "H", "H", "C", "H", "H", "H", "C", "C", "C", "C", "H", "C", "H", "C", "H", "H", "H", "C", "N", "C", "P", "O", "N", "C", "C", "N", "C", "C", "H", "H", "H", "H", "H", "H", "H", "H", "H", "H", "H", "H", "H", "H", "H", "H", "H", "H"],
  "coordinates": [[-2.4328, -0.2685, -0.1061], [-2.2533, -1.1258, 1.0470], [-1.9958, -2.4518, 0.5604], [-1.9357, -2.4141, -0.8654], [-2.1991, -1.0674, -1.2910], [-0.2844, -0.7830, 0.0112], [2.0602, -1.4914, -1.4093], [1.6040, -0.1708, -1.2490], [2.2928, 0.5101, -0.7401], [0.3723, 0.1573, -1.8735], [0.1313, -0.1828, -2.8657], [-0.0150, 1.2212, -1.8628], [3.3193, -1.9697, -0.7396], [3.5865, -1.3400, 0.1300], [3.2143, -3.0135, -0.3786], [4.1597, -1.9282, -1.4657], [1.4903, -2.3663, -2.4724], [0.5437, -2.0008, -2.9024], [2.2008, -2.4359, -3.3197], [1.2841, -3.3931, -2.1190], [-2.4410, -0.7298, 2.4699], [-2.1255, 0.3074, 2.6476], [-3.5018, -0.8060, 2.7536], [-1.8689, -1.3815, 3.1424], [-2.0047, -3.6612, 1.4208], [-1.4570, -3.4818, 2.3540], [-3.0315, -3.9540, 1.6864], [-1.5375, -4.5137, 0.9209], [-1.8529, -3.5973, -1.7637], [-1.1977, -4.3749, -1.3536], [-2.8449, -4.0552, -1.9062], [-1.4722, -3.3238, -2.7552], [-2.4719, -0.6334, -2.6890], [-1.8228, -1.1587, -3.4010], [-3.5144, -0.8483, -2.9753], [-2.3176, 0.4455, -2.8177], [-2.8247, 1.1599, -0.0728], [-2.4701, 1.6676, -0.9773], [-3.9161, 1.2838, -0.0110], [-2.3894, 1.6851, 0.7909], [0.8778, -2.4702, 1.1605], [1.5641, -2.1366, 2.3214], [0.8952, -3.8248, 0.7863], [2.1965, -3.1077, 3.1211], [1.5985, -1.0979, 2.6573], [1.4986, -4.8155, 1.5798], [0.3834, -4.1646, -0.1205], [2.1563, -4.4564, 2.7634], [2.7122, -2.7959, 4.0365], [1.4364, -5.8690, 1.2854], [2.6297, -5.2156, 3.3879], [2.2519, 1.2295, 1.6837], [1.6577, 2.4691, 1.2115], [2.4837, 3.6485, 1.4009], [0.3807, 2.5296, 0.0927], [-0.2173, 1.1097, 0.5128], [-0.5306, 3.8066, 0.6405], [-0.9057, 3.6532, 2.0537], [-0.0728, 5.1874, 0.2956], [-0.1870, 2.8441, -1.6756], [0.6976, 3.1810, -2.8212], [-1.4469, 3.5821, -1.9497], [2.3470, 1.2266, 2.7861], [3.2509, 1.1216, 1.2237], [1.6373, 0.3598, 1.4125], [2.4807, 4.2454, 0.4703], [2.1501, 4.2826, 2.2526], [3.5149, 3.2910, 1.5980], [-1.0856, 2.5721, 2.2412], [-0.0919, 4.0323, 2.6975], [-1.8413, 4.2165, 2.1618], [0.6299, 5.5558, 1.0614], [0.4048, 5.2361, -0.7063], [-0.9727, 5.8195, 0.2950], [1.0879, 4.2182, -2.6767], [0.1642, 3.1496, -3.8252], [1.5317, 2.4563, -2.9078], [-1.2077, 4.6404, -2.1927], [-2.0857, 3.5870, -1.0674], [-2.0555, 3.1873, -2.8002]]
}